Formula: C30H66Br18O16P4
Source: OMol25
Level of theory: ωB97M-V/def2-TZVPD

Values from the calculation:
**LUMO**: -0.0285 Ha
**Highest occupied orbital energy**: -10.21 eV
**HOMO-LUMO gap**: 9.44 eV
**DFT total energy**: -1362863.318 eV

CARTESIAN COORDINATES (ANGSTROEM)
C1 -7.23 -11.03 2.99
Br1 -7.19 -9.19 2.29
Br2 -7.27 -12.37 1.52
Br3 -8.59 -11.56 4.35
H1 -6.23 -11.17 3.41
C2 4.22 -6.49 -6.04
Br4 3.15 -8.17 -6.04
Br5 3.51 -5.22 -4.62
Br6 4.44 -5.74 -7.88
H2 5.25 -6.70 -5.75
C3 8.42 10.17 -3.38
Br7 9.38 8.36 -3.18
Br8 9.67 11.66 -3.10
Br9 6.94 10.14 -2.13
H3 7.96 10.34 -4.35
C4 4.83 4.02 7.05
Br10 6.24 5.42 6.81
Br11 3.87 4.49 8.74
Br12 5.64 2.17 6.82
H4 4.08 4.12 6.27
C5 0.76 -9.57 6.69
Br13 1.50 -11.17 5.68
Br14 -0.98 -9.72 7.39
Br15 1.21 -7.77 5.80
H5 1.28 -9.43 7.63
C6 -4.17 2.50 -15.04
Br16 -5.07 1.13 -16.15
Br17 -4.82 2.48 -13.13
Br18 -4.30 4.34 -15.60
H6 -3.15 2.12 -15.05
C7 9.50 -6.55 -0.02
C8 11.03 -6.18 -0.16
O1 11.20 -5.08 -0.97
P1 11.63 -5.28 -2.49
O2 10.81 -6.28 -3.33
O3 11.72 -3.77 -3.11
C9 10.59 -3.34 -3.93
C10 10.74 -1.78 -4.16
O4 13.21 -5.51 -2.31
C11 13.90 -6.68 -2.70
C12 15.10 -6.81 -1.80
H7 9.01 -6.56 -1.00
H8 9.36 -7.54 0.41
H9 9.16 -5.75 0.63
H10 11.39 -5.75 0.78
H11 11.48 -7.14 -0.40
H12 10.43 -3.91 -4.84
H13 9.63 -3.34 -3.40
H14 10.83 -1.14 -3.28
H15 11.58 -1.65 -4.84
H16 9.88 -1.49 -4.75
H17 13.28 -7.58 -2.70
H18 14.41 -6.60 -3.67
H19 15.51 -7.72 -2.24
H20 15.78 -5.98 -1.96
H21 14.86 -6.92 -0.74
C13 -12.00 4.92 -11.02
C14 -12.46 4.49 -9.64
O5 -11.72 5.24 -8.70
P2 -12.38 5.31 -7.23
O6 -13.27 4.18 -6.80
O7 -13.22 6.67 -7.13
C15 -14.59 6.83 -7.58
C16 -14.72 8.07 -8.38
O8 -11.22 5.66 -6.20
C17 -11.51 6.15 -4.86
C18 -11.67 7.61 -4.92
H22 -12.70 5.70 -11.31
H23 -11.00 5.37 -10.96
H24 -11.92 4.18 -11.82
H25 -13.53 4.66 -9.59
H26 -12.29 3.44 -9.43
H27 -14.93 5.99 -8.19
H28 -15.18 6.79 -6.66
H29 -15.54 8.02 -9.09
H30 -15.01 8.81 -7.63
H31 -13.76 8.32 -8.85
H32 -12.42 5.67 -4.50
H33 -10.64 5.98 -4.22
H34 -11.42 8.05 -3.95
H35 -11.07 8.11 -5.67
H36 -12.72 7.86 -5.10
C19 -1.93 2.18 -4.09
C20 -1.90 2.53 -2.62
O9 -1.65 1.42 -1.75
P3 -0.93 1.52 -0.24
O10 -1.35 2.80 0.47
O11 -1.52 0.18 0.48
C21 -1.47 -1.11 -0.07
C22 -2.73 -1.16 -1.01
O12 0.66 1.30 -0.45
C23 1.55 2.30 -0.75
C24 3.02 1.88 -0.73
H37 -0.94 1.81 -4.37
H38 -2.59 1.33 -4.28
H39 -2.20 2.93 -4.83
H40 -1.14 3.29 -2.46
H41 -2.77 3.11 -2.33
H42 -0.49 -1.21 -0.54
H43 -1.53 -1.89 0.68
H44 -2.74 -2.14 -1.47
H45 -3.62 -0.96 -0.42
H46 -2.61 -0.57 -1.92
H47 1.34 2.53 -1.79
H48 1.56 3.19 -0.12
H49 3.18 0.84 -1.04
H50 3.63 2.61 -1.26
H51 3.22 1.77 0.33
C25 -2.94 -0.55 14.23
C26 -1.69 -1.29 14.03
O13 -0.54 -0.44 14.12
P4 0.74 -0.66 13.16
O14 1.07 -2.03 12.75
O15 0.37 0.33 11.89
C27 0.05 -0.11 10.58
C28 -0.76 1.02 9.90
O16 1.83 0.24 13.96
C29 3.15 -0.15 14.13
C30 4.06 0.66 13.29
H52 -3.71 -1.32 14.20
H53 -3.04 -0.10 15.22
H54 -3.06 0.11 13.36
H55 -1.53 -1.99 14.85
H56 -1.63 -1.90 13.13
H57 0.90 -0.49 10.01
H58 -0.61 -0.97 10.68
H59 -0.42 1.04 8.87
H60 -1.83 0.82 9.91
H61 -0.55 1.97 10.40
H62 3.30 0.09 15.18
H63 3.18 -1.23 14.01
H64 4.23 0.37 12.25
H65 3.80 1.71 13.34
H66 5.12 0.50 13.51

Löwdin population analysis, charges in e, atoms 1 to 2: atom 1 (C): -1.53, atom 2 (Br): 0.55